Molecular formula: C16H15BrSeTi
Method: DFT, wB97M-V/def2-TZVPD

The value obtained for the relative energy (zero: lowest compared OMol25 entry of this formula, charge and spin) is 2.1 kJ/mol. The HOMO energy (spin up / spin down) is -2.767 / -2.761 eV. The electronic energy is -175340.20080 eV. The expectation value of S² is 0.755. For the frontier orbital gap (spin up / spin down), the calculation gives 5.185 / 5.207 eV.

ORCA input file:
```
! RIJCOSX wB97M-V def2-TZVPD def2/J DEFGRID3
* xyz -1 2
C -1.908 -0.757 -1.353
C -1.353 -1.342 -0.156
C -1.155 -0.273 0.782
H -1.228 -2.402 0.055
C -1.537 0.973 0.156
C -2.010 0.656 -1.159
H -2.534 1.345 -1.803
H -2.254 -1.315 -2.211
H -0.942 -0.425 1.841
H -1.597 1.946 0.664
Ti 0.204 -0.059 -0.917
Br 1.461 -1.981 -1.387
C 2.528 0.727 -4.252
C 1.434 1.517 -4.702
C 0.422 0.633 -5.187
H 1.394 2.602 -4.732
C 0.897 -0.704 -5.031
C 2.198 -0.641 -4.450
H 2.841 -1.488 -4.247
H 3.477 1.103 -3.877
H -0.517 0.924 -5.645
H 0.384 -1.602 -5.352
Se 1.740 0.896 0.691
C 1.236 0.591 2.545
C 0.487 1.586 3.197
C 0.020 1.363 4.497
C 0.354 0.175 5.166
C 1.194 -0.770 4.557
C 1.675 -0.543 3.261
H 0.307 2.530 2.685
H -0.564 2.135 5.008
H 0.006 0.017 6.190
H 1.504 -1.656 5.124
H 2.402 -1.208 2.801
*
```

Löwdin atomic charge list, values in e, 2 entries:
1 C -0.163
2 C -0.263